{
  "formula": "C19H32AuN4O8PS",
  "method": "the ωB97M-V functional and the def2-TZVPD basis",
  "species": ["Au", "C", "N", "C", "C", "O", "H", "H", "H", "H", "H", "H", "H", "O", "S", "O", "O", "C", "N", "C", "C", "C", "N", "C", "C", "C", "N", "C", "C", "H", "H", "H", "H", "H", "H", "C", "C", "O", "C", "C", "H", "H", "H", "H", "H", "H", "H", "H", "H", "H", "C", "O", "P", "O", "C", "O", "C", "H", "H", "H", "H", "H", "H", "H", "H", "H"],
  "xyz": [[0.372, -1.755, -0.955], [4.098, 1.363, 1.386], [3.240, 0.587, 2.241], [3.078, 0.918, 3.633], [2.775, -0.673, 1.837], [1.844, -1.247, 2.330], [4.913, 0.765, 1.069], [4.442, 2.249, 1.915], [3.574, 1.730, 0.524], [2.977, 2.011, 3.713], [3.918, 0.516, 4.300], [2.118, 0.422, 4.014], [3.363, -1.022, 0.964], [0.741, 7.004, -2.992], [-0.389, 7.446, -2.198], [-1.703, 6.768, -2.162], [-0.382, 8.920, -2.116], [0.019, 6.481, -0.694], [0.427, 7.122, 0.359], [0.726, 6.353, 1.414], [0.461, 5.002, 1.441], [0.085, 4.420, 0.196], [-0.120, 5.197, -0.902], [-0.061, 3.005, -0.031], [-0.119, 2.018, 0.988], [-0.035, 0.683, 0.600], [0.328, 0.299, -0.665], [0.293, 1.185, -1.650], [0.168, 2.534, -1.322], [1.208, 6.876, 2.209], [0.443, 4.487, 2.424], [-0.263, 2.147, 2.060], [0.037, -0.133, 1.343], [0.526, 0.829, -2.666], [0.124, 3.203, -2.141], [-2.311, -1.835, 1.962], [-3.269, -1.191, 0.934], [-2.800, -1.471, -0.336], [-3.604, -0.928, -1.393], [-3.545, -1.860, -2.646], [-2.744, -1.686, 2.990], [-1.299, -1.429, 1.896], [-2.084, -2.899, 1.798], [-3.340, -0.132, 1.155], [-4.273, -1.644, 1.090], [-3.154, 0.045, -1.623], [-4.633, -0.711, -1.101], [-2.472, -2.119, -2.986], [-4.045, -1.316, -3.470], [-4.175, -2.765, -2.585], [1.543, -4.497, 1.255], [1.511, -4.632, -0.195], [0.337, -3.961, -1.070], [0.306, -4.726, -2.451], [1.544, -5.227, -3.070], [-1.087, -4.342, -0.386], [-2.234, -4.632, -1.227], [2.451, -5.001, 1.529], [0.748, -5.102, 1.680], [1.468, -3.434, 1.520], [2.302, -5.272, -2.270], [1.894, -4.593, -3.867], [1.353, -6.267, -3.399], [-2.449, -5.723, -1.124], [-2.062, -4.303, -2.299], [-3.105, -4.056, -0.777]],
  "lowdin_charge": [0.79, -0.05, -0.21, -0.07, -0.33, -0.01, 0.07, 0.10, 0.08, 0.08, 0.11, 0.10, 0.14, -0.37, 0.47, -0.38, -0.37, -0.41, 0.14, -0.11, 0.00, -0.21, 0.16, -0.12, 0.03, -0.13, -0.15, -0.11, 0.03, 0.10, 0.11, 0.12, 0.07, 0.12, 0.12, -0.06, -0.30, -0.23, -0.24, -0.08, 0.10, 0.03, 0.07, 0.11, 0.13, 0.11, 0.12, 0.09, 0.07, 0.07, -0.06, -0.33, 0.53, -0.31, -0.05, -0.34, -0.10, 0.09, 0.09, 0.06, 0.08, 0.08, 0.10, 0.10, 0.08, 0.10],
  "homo_ev": -7.22,
  "orbital_gap_ev": 6.19,
  "energy_ha": -2439.283802
}

***

{
  "formula": "C19H32BN7O2STc",
  "method": "the ωB97M-V functional and the def2-TZVPD basis",
  "species": ["Tc", "C", "C", "C", "C", "C", "N", "N", "B", "N", "N", "C", "C", "C", "C", "C", "N", "N", "C", "C", "C", "C", "C", "H", "H", "H", "H", "H", "H", "H", "H", "H", "H", "H", "H", "H", "H", "H", "H", "H", "H", "H", "H", "H", "H", "N", "C", "C", "O", "O", "H", "H", "H", "H", "C", "S", "C", "H", "H", "H", "H", "H", "H"],
  "xyz": [[-0.178, -0.160, -0.224], [1.356, 1.372, 2.756], [1.373, 2.064, 1.437], [1.946, 3.287, 1.141], [1.704, 3.524, -0.207], [2.119, 4.688, -1.037], [1.004, 2.490, -0.690], [0.788, 1.581, 0.314], [0.597, 2.165, -2.151], [1.299, 0.849, -2.548], [1.198, -0.250, -1.734], [2.132, -1.147, -2.134], [2.427, -2.422, -1.421], [2.784, -0.634, -3.241], [2.248, 0.629, -3.468], [2.623, 1.625, -4.509], [-0.929, 1.950, -2.176], [-1.494, 1.033, -1.333], [-2.840, 1.171, -1.444], [-3.859, 0.443, -0.628], [-3.112, 2.137, -2.393], [-1.882, 2.620, -2.829], [-1.595, 3.690, -3.824], [2.141, 1.782, 3.387], [0.413, 1.545, 3.281], [1.533, 0.304, 2.655], [2.483, 3.927, 1.821], [2.614, 5.425, -0.409], [2.815, 4.384, -1.819], [1.261, 5.161, -1.513], [0.910, 3.042, -2.883], [1.814, -2.556, -0.536], [2.315, -3.275, -2.091], [3.467, -2.411, -1.096], [3.578, -1.105, -3.795], [3.389, 1.206, -5.156], [1.763, 1.896, -5.122], [3.015, 2.536, -4.058], [-3.608, -0.601, -0.447], [-4.029, 0.957, 0.322], [-4.811, 0.452, -1.155], [-4.086, 2.468, -2.714], [-2.525, 4.043, -4.260], [-1.094, 4.537, -3.354], [-0.954, 3.323, -4.625], [-1.516, -0.044, 1.512], [-1.133, -1.034, 2.560], [0.054, -1.870, 2.097], [0.384, -2.889, 2.610], [0.698, -1.331, 1.034], [-1.490, 0.904, 1.881], [-2.478, -0.200, 1.226], [-1.966, -1.691, 2.801], [-0.841, -0.526, 3.478], [-0.751, -3.731, -0.749], [-1.487, -2.121, -1.098], [-1.379, -2.023, -2.893], [-1.517, -4.479, -0.942], [-0.458, -3.769, 0.297], [0.113, -3.895, -1.387], [-0.337, -2.049, -3.208], [-1.844, -1.087, -3.197], [-1.935, -2.860, -3.308]],
  "mulliken_spin": [2.75, 0.00, 0.03, 0.02, 0.05, 0.00, 0.03, -0.03, 0.03, 0.02, -0.10, 0.03, 0.00, 0.02, 0.06, 0.00, -0.02, -0.08, 0.01, 0.00, 0.02, 0.04, 0.00, 0.00, 0.00, 0.00, 0.00, 0.00, 0.00, 0.00, 0.00, 0.00, 0.00, 0.00, 0.00, 0.00, 0.00, 0.00, 0.00, 0.00, 0.00, 0.00, 0.00, 0.00, 0.00, -0.04, 0.00, 0.01, 0.03, 0.15, 0.00, 0.00, 0.00, 0.00, 0.01, -0.04, 0.01, 0.00, 0.00, 0.00, 0.00, 0.00, 0.00],
  "total_charge": 2,
  "homo_ev": [-15.19, -15.11],
  "multiplicity": 4,
  "orbital_gap_ev": [9.19, 6.88],
  "energy_ha": -1780.463066
}

***

{
  "formula": "C19H32Cl10O9",
  "method": "the ωB97M-V functional and the def2-TZVPD basis",
  "species": ["O", "C", "O", "C", "C", "O", "H", "H", "H", "H", "O", "C", "O", "C", "C", "O", "H", "H", "H", "H", "O", "C", "O", "C", "C", "O", "H", "H", "H", "H", "Cl", "C", "C", "Cl", "H", "H", "H", "H", "Cl", "C", "C", "Cl", "H", "H", "H", "H", "Cl", "C", "C", "Cl", "H", "H", "H", "H", "Cl", "C", "C", "Cl", "H", "H", "H", "H", "Cl", "C", "C", "Cl", "H", "H", "H", "H"],
  "xyz": [[-4.086, -2.237, -2.046], [-4.512, -2.194, -0.907], [-3.974, -1.484, 0.180], [-4.560, -1.920, 1.356], [-5.522, -3.028, 0.912], [-5.619, -2.762, -0.455], [-3.748, -2.066, 2.069], [-5.193, -1.153, 1.800], [-6.453, -2.828, 1.444], [-5.258, -4.064, 1.123], [1.646, -5.272, 2.499], [2.235, -4.207, 2.689], [1.989, -3.021, 2.039], [2.922, -2.095, 2.338], [3.548, -2.633, 3.654], [3.243, -3.989, 3.522], [3.606, -1.971, 1.498], [2.247, -1.269, 2.561], [3.215, -2.061, 4.521], [4.636, -2.681, 3.685], [0.834, -0.621, -5.468], [0.171, -1.088, -4.601], [0.263, -2.344, -4.185], [-0.703, -2.694, -3.268], [-1.555, -1.491, -3.460], [-0.730, -0.445, -3.902], [-1.313, -3.559, -3.526], [-0.235, -2.698, -2.283], [-2.000, -1.105, -2.543], [-2.435, -1.551, -4.100], [0.241, 7.532, -2.312], [0.190, 7.363, -0.495], [-0.233, 6.034, 0.109], [0.775, 4.697, -0.558], [-0.477, 8.205, -0.313], [1.169, 7.650, -0.111], [-1.300, 5.954, -0.102], [-0.058, 6.158, 1.177], [0.017, 3.390, -5.733], [0.867, 2.867, -4.310], [1.784, 4.031, -3.892], [3.201, 4.159, -4.909], [1.465, 1.971, -4.475], [0.011, 2.538, -3.720], [2.270, 3.865, -2.931], [1.233, 4.970, -3.835], [-2.543, -4.201, 3.402], [-1.855, -4.753, 1.800], [-1.332, -6.238, 2.122], [-2.696, -7.236, 2.599], [-1.027, -4.089, 1.549], [-2.675, -4.800, 1.083], [-0.680, -6.237, 2.996], [-0.691, -6.801, 1.445], [5.223, 1.705, 1.986], [4.723, 3.288, 2.669], [3.408, 3.615, 2.112], [2.774, 5.028, 3.042], [5.458, 4.077, 2.508], [4.604, 3.060, 3.729], [2.720, 2.775, 2.211], [3.656, 3.832, 1.073], [0.924, 1.213, -1.289], [0.044, 1.376, 0.292], [-0.876, 0.280, 0.543], [-0.163, -1.332, 0.934], [-0.523, 2.282, 0.074], [0.648, 1.648, 1.157], [-1.587, 0.157, -0.273], [-1.347, 0.494, 1.502]],
  "lowdin_charge": [0.15, -0.48, 0.02, -0.16, -0.12, 0.08, 0.09, 0.13, 0.13, 0.13, 0.12, -0.49, -0.03, -0.18, -0.10, 0.08, 0.14, 0.11, 0.13, 0.13, 0.17, -0.63, 0.08, -0.12, -0.17, 0.07, 0.15, 0.13, 0.11, 0.14, 0.51, -0.63, -0.60, 0.59, 0.06, 0.07, 0.08, 0.07, 0.59, -0.71, -0.73, 0.57, 0.06, 0.03, 0.02, 0.03, 0.51, -0.54, -0.68, 0.54, 0.03, 0.05, 0.04, 0.07, 0.55, -0.69, -0.69, 0.55, 0.09, 0.06, 0.06, 0.07, 0.58, -0.64, -0.64, 0.63, 0.03, 0.07, 0.07, 0.07],
  "smiles": "O=C1OCCO1.O=C1OCCO1.O=C1OCCO1.ClCCCl.ClCCCl.ClCCCl.ClCCCl.ClCCCl",
  "homo_ev": -9.92,
  "orbital_gap_ev": 9.86,
  "energy_ha": -6022.198377
}

***

{
  "formula": "C19H32INO19PS4",
  "method": "the ωB97M-V functional and the def2-TZVPD basis",
  "species": ["O", "P", "I", "C", "C", "O", "C", "C", "C", "O", "C", "C", "C", "C", "C", "C", "N", "H", "H", "H", "H", "H", "H", "H", "H", "H", "H", "H", "H", "H", "H", "H", "H", "C", "C", "O", "S", "O", "O", "O", "H", "H", "H", "H", "C", "C", "O", "S", "O", "O", "O", "H", "H", "H", "H", "C", "C", "O", "S", "O", "O", "O", "H", "H", "H", "H", "C", "C", "O", "S", "O", "O", "O", "H", "H", "H", "H"],
  "xyz": [[6.067, 2.067, 2.163], [5.470, 1.488, 0.690], [5.038, 3.410, -0.792], [3.742, 0.820, 1.057], [3.694, -0.559, 1.844], [3.127, -1.645, 1.106], [1.795, -1.385, 0.648], [1.565, 0.145, 0.310], [0.539, 0.411, -0.857], [-0.206, 1.625, -0.541], [-1.428, 1.181, 0.047], [-1.462, 1.061, 1.490], [-2.698, 0.567, 2.124], [-3.803, 0.228, 1.260], [-3.779, 0.392, -0.237], [-2.545, 0.882, -0.849], [2.911, 0.642, -0.182], [5.735, 1.428, 2.830], [3.202, 1.591, 1.674], [4.724, -0.832, 2.196], [3.025, -0.391, 2.740], [1.575, -1.946, -0.304], [1.002, -1.718, 1.375], [1.273, 0.690, 1.235], [-0.186, -0.443, -0.911], [1.019, 0.558, -1.863], [-0.589, 1.329, 2.121], [-2.702, 0.464, 3.230], [-4.731, -0.170, 1.722], [-4.637, 0.150, -0.900], [-2.423, 1.021, -1.949], [2.755, 1.520, -0.696], [3.329, -0.051, -0.835], [-9.649, -0.265, 1.024], [-8.341, 0.376, 1.457], [-7.372, -0.670, 1.352], [-7.780, -1.652, 0.138], [-7.028, -1.267, -1.011], [-7.814, -2.985, 0.622], [-9.296, -1.139, -0.054], [-10.081, -0.868, 1.826], [-10.379, 0.472, 0.693], [-8.382, 0.762, 2.473], [-8.049, 1.179, 0.775], [1.690, -3.201, -2.912], [1.201, -2.596, -4.210], [2.042, -1.451, -4.420], [3.507, -1.755, -3.818], [4.353, -2.176, -4.874], [3.862, -0.686, -2.935], [3.113, -3.049, -2.939], [1.304, -2.649, -2.051], [1.422, -4.251, -2.818], [0.153, -2.306, -4.162], [1.350, -3.282, -5.047], [-4.163, 0.038, -5.345], [-4.724, -0.797, -4.210], [-4.420, -2.148, -4.564], [-3.032, -2.182, -5.384], [-1.981, -2.514, -4.477], [-3.243, -2.887, -6.596], [-2.936, -0.604, -5.708], [-4.826, 0.022, -6.214], [-3.981, 1.069, -5.049], [-5.797, -0.665, -4.086], [-4.220, -0.573, -3.266], [7.406, 2.135, 4.932], [8.664, 2.631, 5.620], [8.222, 3.697, 6.463], [6.724, 3.382, 6.981], [6.806, 2.806, 8.276], [5.902, 4.503, 6.689], [6.382, 2.202, 5.926], [7.123, 2.791, 4.107], [7.513, 1.114, 4.564], [9.413, 2.985, 4.914], [9.101, 1.856, 6.254]],
  "lowdin_charge": [-0.39, 0.54, 0.48, -0.47, -0.16, -0.11, -0.11, -0.18, -0.11, -0.10, -0.27, -0.01, -0.06, -0.05, -0.02, 0.00, 0.06, 0.04, 0.14, 0.13, 0.15, 0.11, 0.15, 0.14, 0.14, 0.15, 0.10, 0.11, 0.09, 0.08, 0.12, 0.11, 0.15, -0.16, -0.17, -0.21, 0.62, -0.24, -0.20, -0.18, 0.14, 0.14, 0.14, 0.13, -0.16, -0.15, -0.18, 0.63, -0.19, -0.26, -0.18, 0.09, 0.15, 0.10, 0.15, -0.16, -0.16, -0.17, 0.63, -0.25, -0.20, -0.19, 0.14, 0.14, 0.14, 0.11, -0.19, -0.16, -0.18, 0.63, -0.21, -0.21, -0.20, 0.11, 0.13, 0.14, 0.14],
  "total_charge": 1,
  "homo_ev": -11.81,
  "orbital_gap_ev": 8.66,
  "energy_ha": -4458.903769
}